[1]
{
  "formula": "C3H8N2O2",
  "method": "ωB97M-V/def2-TZVPD",
  "e_tot_ha": -378.9423,
  "lumo_ev": 0.7,
  "mol_weight_da": 104.11,
  "homo_energy_ev": -9.71,
  "max_force_ev_per_a": 4.7,
  "e_above_lowest_kcal_mol": 124.7,
  "species": ["C", "C", "C", "N", "N", "O", "O", "H", "H", "H", "H", "H", "H", "H", "H"],
  "xyz": [[1.824103, 0.644197, 0.003156], [-0.594462, 0.422257, 0.743347], [0.349226, 0.050551, -0.346213], [0.439422, -1.455883, -0.355227], [-2.409834, 0.145167, 0.183558], [-3.182362, -0.240838, 0.997804], [-2.573048, 0.460755, -0.959352], [2.312165, -0.166296, -0.438740], [1.962182, 1.553921, -0.556489], [2.180844, 0.722778, 0.985798], [-0.690605, 1.496920, 1.094793], [-0.634401, -0.314206, 1.573683], [0.028108, 0.439009, -1.255271], [-0.329106, -2.015206, -0.869388], [1.317772, -1.743121, -0.801466]],
  "forces_ev_per_a": [[-2.752, -0.736, -1.929], [-3.297, 0.019, 0.880], [0.929, -1.176, 2.838], [-0.552, -0.569, -1.112], [4.491, 0.989, 0.694], [-0.817, -0.299, 0.324], [-0.819, -0.106, -0.683], [1.903, -0.672, -0.827], [0.195, 0.275, -0.086], [-0.252, 0.112, 1.596], [0.258, -1.361, -0.697], [0.299, 0.700, -0.494], [-0.455, 0.877, -1.731], [1.410, 1.819, 1.051], [-0.540, 0.130, 0.177]],
  "nbo_charge": [-0.59, -0.25, -0.11, -0.87, 0.54, -0.37, -0.40, 0.21, 0.22, 0.22, 0.22, 0.23, 0.21, 0.38, 0.36]
}


[2]
{
  "formula": "C20H60O10",
  "method": "ωB97M-V/def2-TZVPD",
  "e_tot_ha": -1550.3140,
  "lumo_ev": 0.2,
  "mol_weight_da": 460.69,
  "homo_energy_ev": -9.43,
  "max_force_ev_per_a": 1.2,
  "e_above_lowest_kcal_mol": 13.9,
  "species": ["C", "C", "O", "H", "H", "H", "H", "H", "H", "C", "C", "O", "H", "H", "H", "H", "H", "H", "C", "C", "O", "H", "H", "H", "H", "H", "H", "C", "C", "O", "H", "H", "H", "H", "H", "H", "C", "C", "O", "H", "H", "H", "H", "H", "H", "C", "C", "O", "H", "H", "H", "H", "H", "H", "C", "C", "O", "H", "H", "H", "H", "H", "H", "C", "C", "O", "H", "H", "H", "H", "H", "H", "C", "C", "O", "H", "H", "H", "H", "H", "H", "C", "C", "O", "H", "H", "H", "H", "H", "H"],
  "xyz": [[4.110070, 3.387666, 0.862645], [3.867047, 3.974204, 2.231186], [5.108936, 4.326256, 2.824957], [4.618520, 4.110296, 0.225643], [3.137554, 3.136269, 0.432551], [4.682223, 2.463743, 0.888778], [3.331582, 3.222386, 2.828568], [3.211118, 4.849387, 2.271421], [4.973108, 4.556769, 3.747132], [-1.859623, -2.187813, -2.588792], [-1.994444, -3.524698, -1.885106], [-2.148127, -4.565606, -2.843166], [-2.775935, -1.698214, -2.913806], [-1.190001, -2.282556, -3.444350], [-1.414167, -1.473552, -1.890810], [-2.837827, -3.495135, -1.183260], [-1.083466, -3.661940, -1.288992], [-2.092095, -5.402603, -2.370845], [-5.564369, -2.614933, 1.712616], [-4.349507, -1.925719, 2.318851], [-3.458457, -1.491454, 1.272644], [-6.224017, -3.036455, 2.484761], [-5.294655, -3.473393, 1.094748], [-6.187778, -1.939896, 1.132176], [-3.857206, -2.663853, 2.957237], [-4.667268, -1.072907, 2.922090], [-2.651847, -2.055586, 1.315396], [-0.877890, -2.003286, 3.651146], [-0.255326, -2.476495, 2.356310], [-1.301313, -3.096926, 1.549015], [-0.148762, -1.469345, 4.261358], [-1.355582, -2.833420, 4.165763], [-1.653571, -1.263405, 3.434639], [0.510741, -3.236262, 2.535647], [0.198885, -1.679248, 1.759920], [-0.858927, -3.799640, 1.061841], [1.551568, -2.424800, -1.688899], [1.712043, -3.801465, -2.268940], [2.208750, -4.702839, -1.265152], [1.250223, -1.667099, -2.417852], [2.443727, -1.959565, -1.262366], [0.794257, -2.406856, -0.897831], [2.458748, -3.749499, -3.076839], [0.773173, -4.140070, -2.724134], [2.314755, -5.550394, -1.712412], [0.074221, 5.254723, -0.297021], [0.090273, 5.702744, 1.154844], [0.321722, 4.528795, 1.958723], [-0.248333, 6.084761, -0.925739], [-0.671381, 4.470688, -0.426433], [1.064000, 4.900525, -0.578938], [-0.911969, 6.051934, 1.428143], [0.825276, 6.487614, 1.340126], [0.372854, 4.786863, 2.884453], [-5.644706, -1.167890, -2.075765], [-4.790849, -0.067485, -1.458658], [-5.199010, 0.314156, -0.164807], [-5.688340, -2.077343, -1.479968], [-5.236025, -1.437030, -3.052705], [-6.655434, -0.771327, -2.193656], [-4.779896, 0.803509, -2.124424], [-3.739082, -0.384276, -1.489842], [-4.617824, -0.175961, 0.444225], [4.778203, -1.275930, 0.327517], [3.777037, -0.415453, 1.068270], [2.903877, 0.155368, 0.091180], [4.286492, -2.149362, -0.112229], [5.470696, -1.723358, 1.044272], [5.255379, -0.717077, -0.471794], [4.315304, 0.414146, 1.539956], [3.191579, -0.955740, 1.816298], [2.326894, 0.846870, 0.466449], [1.997783, 2.376719, -2.683999], [3.498744, 2.210459, -2.832882], [3.842755, 0.886005, -2.420993], [1.443590, 1.586717, -3.195870], [1.578819, 3.328030, -3.026439], [1.759920, 2.300996, -1.618221], [3.991694, 2.936061, -2.165459], [3.947005, 2.336776, -3.818220], [3.381545, 0.725086, -1.570837], [-0.647793, 0.509480, -0.259829], [-0.524933, 1.425782, 0.938272], [0.834778, 1.857011, 1.043039], [-0.340337, 1.071201, -1.145268], [-1.665045, 0.128705, -0.353938], [0.053363, -0.329160, -0.222550], [-0.812159, 0.924909, 1.871651], [-1.212267, 2.267218, 0.810092], [0.846679, 2.773455, 1.363487]],
  "forces_ev_per_a": [[-0.452, 0.466, -0.123], [-0.173, -0.336, 0.751], [0.288, -0.174, -0.060], [0.007, -0.062, -0.110], [0.042, 0.096, -0.197], [0.174, 0.073, 0.198], [0.203, -0.098, 0.129], [-0.053, 0.071, -0.653], [-0.053, 0.008, 0.004], [0.294, 0.363, 0.152], [-0.169, 0.476, 0.084], [0.067, -0.012, 0.159], [-0.235, -0.516, -0.139], [0.016, -0.008, 0.003], [0.112, -0.121, -0.075], [-0.006, -0.071, -0.063], [-0.002, -0.216, -0.093], [-0.081, 0.001, -0.119], [-0.578, -0.310, 0.316], [-0.201, -0.656, -0.675], [0.050, -0.152, 0.650], [0.221, 0.227, 0.104], [0.257, 0.175, -0.128], [0.133, 0.144, -0.188], [0.223, 0.260, 0.109], [0.170, 0.061, -0.027], [-0.516, 0.311, -0.250], [-0.140, 0.611, -0.514], [-0.261, -0.418, -0.254], [0.793, -0.022, 0.407], [0.079, -0.342, 0.173], [0.217, -0.019, 0.229], [-0.058, -0.084, -0.078], [0.013, 0.120, 0.097], [-0.048, 0.115, 0.229], [-0.326, 0.036, -0.231], [-0.197, 0.885, 0.539], [0.818, 0.324, -0.492], [-0.513, 0.041, -0.297], [-0.222, -0.387, -0.267], [0.146, -0.598, -0.005], [0.002, -0.106, -0.019], [-0.182, -0.023, 0.037], [0.010, -0.138, 0.251], [0.074, 0.018, 0.241], [-0.099, 0.297, 0.454], [-0.885, -0.606, -0.095], [0.449, 0.168, -0.003], [0.261, 0.036, -0.094], [0.141, -0.168, 0.016], [-0.051, -0.044, -0.240], [0.170, 0.358, -0.082], [0.095, -0.102, 0.059], [-0.012, -0.039, -0.034], [-0.119, 0.453, -0.044], [0.661, -0.293, -0.673], [0.321, -0.135, 0.211], [0.090, 0.051, 0.216], [-0.140, 0.052, -0.062], [-0.056, -0.253, -0.114], [-0.410, 0.098, 0.178], [-0.093, -0.075, 0.453], [-0.183, 0.151, -0.182], [-0.568, -0.915, 0.431], [0.136, 0.837, -0.585], [-0.377, 0.048, -0.088], [-0.112, 0.199, -0.140], [0.337, 0.370, -0.133], [0.245, 0.067, 0.122], [-0.031, -0.190, 0.351], [0.137, -0.123, 0.033], [-0.005, -0.305, 0.203], [-0.399, 0.213, -0.205], [0.282, -0.423, 0.768], [-0.143, 0.276, 0.067], [0.168, -0.058, -0.050], [0.304, 0.062, -0.054], [-0.049, -0.032, -0.016], [0.004, 0.010, -0.172], [-0.465, 0.080, -0.167], [0.432, -0.184, -0.234], [0.359, 0.054, -0.053], [-0.035, -0.336, 0.070], [0.006, 0.319, -0.003], [-0.339, -0.010, -0.115], [0.015, 0.073, -0.065], [-0.102, -0.018, 0.287], [-0.006, -0.061, -0.109], [0.212, 0.132, 0.052], [-0.092, -0.044, 0.038]],
  "mulliken_charge": [-0.61, -0.26, -0.54, 0.47, -0.04, 0.20, 0.23, 0.22, 0.30, -0.40, 0.41, -0.61, 0.20, 0.40, -0.27, 0.14, -0.20, 0.32, -1.24, -0.25, -0.06, 0.40, 0.27, 0.30, 0.34, 0.30, 0.17, -1.35, 0.49, -0.73, 0.39, 0.37, 0.23, 0.49, -0.33, 0.27, 0.20, -0.51, -0.56, 0.24, -0.03, -0.47, 0.36, 0.36, 0.31, -0.81, -0.28, -0.43, 0.43, 0.17, 0.12, 0.31, 0.32, 0.22, -1.14, 0.72, -0.60, 0.19, 0.41, 0.31, 0.38, -0.64, 0.37, -1.22, -0.07, 0.28, 0.24, 0.43, 0.29, 0.29, 0.22, -0.03, -0.66, -0.11, -0.56, 0.28, 0.44, -0.11, 0.05, 0.34, 0.26, 0.21, -0.37, -0.38, 0.23, -0.08, -0.38, 0.10, 0.43, -0.11]
}